Entry 1:
This record from the OMol25 dataset describes 5 unconnected molecules or ions with the total composition C20H35Cl8N2O2 in a non-equilibrium geometry. The level of theory is ωB97M-V/def2-TZVPD.

For the HOMO energy, the calculation gives -11.009 eV. The multiplicity is 1. For the orbital gap, the calculation gives 8.13 eV. Its total charge is +1. The calculation puts the largest force on an atom at 0.052 Eh/bohr. As for the lowest unoccupied orbital energy: -2.879 eV.

Geometry as XYZ:
```
67
C20H35Cl8N2O2 (ωB97M-V/def2-TZVPD)
C 2.967 -2.922 -0.792
C 3.473 -1.709 -0.384
C 2.535 -0.797 0.309
O 1.828 -1.193 1.195
O 2.496 0.510 -0.038
C 2.510 0.788 -1.443
C 1.114 0.919 -2.089
C 0.000 1.375 -1.143
C -0.543 0.304 -0.168
C -2.082 0.263 -0.064
C -2.786 -0.824 -0.927
C -1.980 -1.331 -2.077
C -1.275 -2.497 -2.021
N -0.644 -2.575 -3.260
C -0.956 -1.534 -4.005
N -1.782 -0.748 -3.305
H 2.605 -3.602 -0.024
H 2.885 -3.168 -1.845
H 4.519 -1.481 -0.582
H 3.001 1.754 -1.553
H 3.107 0.087 -2.025
H 1.219 1.698 -2.848
H 0.890 -0.005 -2.634
H -0.820 1.730 -1.777
H 0.345 2.228 -0.560
H -0.091 -0.664 -0.380
H -0.185 0.578 0.822
H -2.334 0.137 0.984
H -2.451 1.232 -0.397
H -3.133 -1.642 -0.304
H -3.680 -0.358 -1.352
H -1.209 -3.200 -1.214
H -0.013 -3.310 -3.544
H -0.606 -1.343 -5.003
H -2.194 0.128 -3.585
Cl 1.150 6.130 -1.972
C 1.256 6.444 -0.219
C 1.344 5.168 0.575
Cl -0.176 4.237 0.518
H 0.390 7.034 0.070
H 2.151 7.041 -0.056
H 1.538 5.394 1.622
H 2.144 4.527 0.211
Cl -2.725 2.425 2.926
C -2.342 1.717 4.518
C -1.705 0.355 4.389
Cl -2.855 -0.865 3.769
H -3.260 1.676 5.097
H -1.657 2.401 5.013
H -1.371 0.010 5.364
H -0.847 0.376 3.721
Cl -0.412 1.682 7.264
C -0.035 0.963 8.853
C 0.595 -0.397 8.715
Cl -0.556 -1.604 8.084
H -0.957 0.923 9.428
H 0.653 1.641 9.355
H 0.925 -0.749 9.691
H 1.453 -0.373 8.049
Cl 1.086 -6.024 -6.815
C -0.378 -5.018 -6.758
C -0.224 -3.742 -7.543
Cl 0.954 -2.618 -6.795
H -0.607 -4.819 -5.713
H -1.190 -5.609 -7.179
H -1.178 -3.219 -7.589
H 0.108 -3.935 -8.559
```


Entry 2:
This record from the OMol25 dataset describes 2 unconnected molecules or ions with the total composition C2H10N4 in a non-equilibrium geometry. The level of theory is ωB97M-V/def2-TZVPD.

For the HOMO energy (alpha / beta), the calculation gives -6.936 / -8.119 eV. The multiplicity is 1. For the orbital gap (alpha / beta), the calculation gives 7.63 / 9.15 eV. As for the energy above the lowest of the compared OMol25 structures with the same formula, charge and spin: 4.785 eV. The calculation puts the largest force on an atom at 0.035 Eh/bohr. As for the lowest unoccupied orbital energy (alpha / beta): 0.694 / 1.030 eV.

Geometry as XYZ:
```
16
C2H10N4 (ωB97M-V/def2-TZVPD)
C 0.790 -1.923 -0.093
C 1.373 1.590 0.608
N 0.863 -0.685 0.662
N 1.100 0.345 -0.103
H 0.385 -1.792 -1.102
H 0.170 -2.629 0.457
H 1.803 -2.343 -0.174
H 1.335 2.415 -0.102
H 2.368 1.538 1.051
H 0.651 1.764 1.414
N -1.305 0.071 -0.246
N -2.655 0.059 -0.466
H -2.899 -0.390 -1.336
H -1.163 0.631 0.596
H 0.375 0.444 -0.875
H -3.191 0.904 -0.292
```


Entry 3:
This record from the OMol25 dataset describes a molecular structure, C23H23AuN5O8S2. The level of theory is ωB97M-V/def2-TZVPD.

For the HOMO energy (alpha / beta), the calculation gives -11.439 / -11.976 eV. The expectation value of S² is 2.01. The multiplicity is 3. For the orbital gap (alpha / beta), the calculation gives 8.09 / 6.46 eV. Its total charge is +1. The calculation puts the largest force on an atom at 0.007 Eh/bohr. As for the lowest unoccupied orbital energy (alpha / beta): -3.344 / -5.513 eV.

Geometry as XYZ:
```
62
C23H23AuN5O8S2 (ωB97M-V/def2-TZVPD)
Au -0.278 -0.891 -1.729
O -1.780 -4.202 0.504
C -1.080 -3.232 0.322
O -1.192 -2.490 -0.740
C -0.070 -2.888 1.408
C -0.196 -3.592 2.597
C 0.666 -3.378 3.659
C 1.699 -2.475 3.585
C 1.834 -1.777 2.404
C 0.975 -1.947 1.307
O 1.187 -1.212 0.236
N 2.904 -0.805 2.258
O 3.672 -0.637 3.170
O 2.930 -0.182 1.199
N 0.478 -4.137 4.909
O 1.293 -3.957 5.787
O -0.500 -4.846 4.982
H -0.991 -4.321 2.672
H 2.383 -2.313 4.406
N 2.908 0.715 -3.891
C 2.437 1.991 -3.601
C 2.966 3.256 -3.833
C 2.208 4.323 -3.399
C 0.966 4.141 -2.765
C 0.447 2.885 -2.539
C 1.212 1.801 -2.963
N 0.963 0.440 -2.887
C 1.993 -0.165 -3.443
C 2.058 -1.624 -3.479
C 2.978 -2.476 -3.998
S 2.506 -4.090 -3.698
C 1.112 -3.548 -2.892
N 1.005 -2.253 -2.859
H 3.764 0.492 -4.371
H 3.916 3.400 -4.328
H 2.575 5.327 -3.556
H 0.405 5.013 -2.457
H -0.517 2.729 -2.075
H 3.884 -2.251 -4.534
H 0.379 -4.210 -2.454
C -0.045 3.581 2.007
C -1.516 3.202 2.138
C -2.073 2.537 0.883
S -1.397 0.875 0.713
O -1.601 0.555 -0.787
C -2.647 -0.086 1.616
C -3.831 -0.554 0.775
C -4.915 0.494 0.556
H 0.343 3.960 2.950
H 0.085 4.360 1.255
H 0.571 2.728 1.716
H -2.116 4.094 2.326
H -1.669 2.552 3.005
H -1.760 3.059 -0.022
H -3.158 2.462 0.888
H -2.949 0.565 2.442
H -2.103 -0.929 2.041
H -4.245 -1.426 1.285
H -3.464 -0.916 -0.185
H -5.183 0.999 1.487
H -5.818 0.025 0.168
H -4.610 1.247 -0.172
```


Entry 4:
This record from the OMol25 dataset describes 2 unconnected molecules or ions with the total composition C5H7NO. The level of theory is ωB97M-V/def2-TZVPD.

For the HOMO energy (alpha / beta), the calculation gives -8.411 / -8.411 eV. The multiplicity is 1. For the orbital gap (alpha / beta), the calculation gives 7.95 / 7.95 eV. As for the energy above the lowest of the compared OMol25 structures with the same formula, charge and spin: 6.316 eV. The calculation puts the largest force on an atom at 0.009 Eh/bohr. As for the lowest unoccupied orbital energy (alpha / beta): -0.462 / -0.462 eV.

Geometry as XYZ:
```
14
C5H7NO (ωB97M-V/def2-TZVPD)
C -1.348 -1.834 0.856
N -1.610 -1.080 -0.140
C -0.671 -0.118 -0.385
O -0.570 0.460 -1.586
C 0.514 1.235 -0.976
C 0.118 2.024 0.213
C 0.339 0.524 0.352
H -0.406 -1.765 1.411
H -2.094 -2.562 1.172
H 2.325 -1.961 -0.263
H 1.406 1.332 -1.581
H -0.884 2.440 0.302
H 0.904 2.664 0.608
H 1.977 -1.361 0.015
```


Entry 5:
This record from the OMol25 dataset describes 2 unconnected molecules or ions with the total composition CH2F3N3 in a non-equilibrium geometry. The level of theory is ωB97M-V/def2-TZVPD.

For the HOMO energy (alpha / beta), the calculation gives -10.234 / -8.348 eV. The multiplicity is 1. For the orbital gap (alpha / beta), the calculation gives 9.71 / 7.11 eV. As for the energy above the lowest of the compared OMol25 structures with the same formula, charge and spin: 9.690 eV. The calculation puts the largest force on an atom at 0.093 Eh/bohr. As for the lowest unoccupied orbital energy (alpha / beta): -0.526 / -1.234 eV.

Geometry as XYZ:
```
9
CH2F3N3 (ωB97M-V/def2-TZVPD)
C 1.130 0.964 0.091
N 1.637 2.108 0.116
N 0.128 0.164 -0.094
N 2.646 -1.189 0.534
F 2.980 2.420 0.079
F 3.344 -1.146 -0.633
F 1.653 -2.092 0.335
H -0.783 0.317 0.288
H 0.406 -0.855 0.115
```


Entry 6:
This record from the OMol25 dataset describes 2 unconnected molecules or ions with the total composition C36H34ClN2O6. The level of theory is ωB97M-V/def2-TZVPD.

For the HOMO energy, the calculation gives -5.130 eV. The multiplicity is 1. For the orbital gap, the calculation gives 6.96 eV. As for the energy above the lowest of the compared OMol25 structures with the same formula, charge and spin: 0.000 eV. Its total charge is -1. The calculation puts the largest force on an atom at 0.015 Eh/bohr. As for the lowest unoccupied orbital energy: 1.827 eV.

Geometry as XYZ:
```
79
C36H34ClN2O6 (ωB97M-V/def2-TZVPD)
C 0.170 -4.432 5.781
C -0.492 -4.103 4.469
C -1.875 -3.973 4.395
C -2.498 -3.638 3.200
C -1.749 -3.428 2.046
C -2.379 -3.011 0.735
C -2.174 -1.527 0.510
C -2.808 -0.621 1.352
C -2.639 0.757 1.244
C -3.339 1.715 2.189
C -4.390 1.063 3.077
C -5.585 0.440 2.376
O -6.245 -0.422 2.922
N -5.914 0.932 1.126
C -6.381 0.073 0.082
C -7.025 0.672 -0.996
C -7.448 -0.094 -2.071
C -7.236 -1.467 -2.078
C -6.596 -2.062 -0.997
C -6.172 -1.301 0.082
C -1.766 1.213 0.249
C -1.118 0.303 -0.609
C -1.318 -1.072 -0.500
C -0.583 -2.093 -1.372
O -1.253 -2.561 -2.302
O 0.594 -2.321 -0.996
C -0.162 0.861 -1.609
O -0.029 0.458 -2.739
C 0.623 2.036 -1.105
C 1.951 2.219 -1.457
C 2.622 3.310 -0.932
Cl 4.299 3.539 -1.322
C 1.994 4.219 -0.093
C 0.659 4.039 0.234
C -0.023 2.937 -0.265
C -1.447 2.658 0.087
O -2.249 3.562 0.225
C -0.365 -3.566 2.112
C 0.253 -3.901 3.309
H 0.146 -3.558 6.438
H -0.351 -5.233 6.303
H 1.217 -4.698 5.646
H -2.471 -4.126 5.288
H -3.577 -3.533 3.165
H -3.446 -3.238 0.742
H -1.893 -3.547 -0.075
H -3.450 -1.020 2.128
H -2.604 2.227 2.813
H -3.794 2.508 1.599
H -4.795 1.827 3.747
H -3.980 0.286 3.719
H -5.234 1.593 0.781
H -7.185 1.742 -0.976
H -7.943 0.373 -2.913
H -7.565 -2.065 -2.916
H -6.416 -3.128 -0.991
H -5.679 -1.785 0.912
H 2.432 1.514 -2.119
H 2.550 5.056 0.306
H 0.131 4.725 0.881
H 0.234 -3.385 1.225
H 1.331 -4.007 3.345
C 8.466 1.101 -2.001
C 7.402 1.663 -2.937
C 7.707 1.456 -4.425
O 8.701 2.315 -4.956
C 10.035 1.911 -4.733
N 7.163 3.067 -2.599
H 9.344 1.746 -1.955
H 8.068 1.025 -0.990
H 8.787 0.105 -2.315
H 6.472 1.121 -2.739
H 6.801 1.679 -4.993
H 7.971 0.409 -4.627
H 10.130 0.821 -4.761
H 10.421 2.279 -3.779
H 10.642 2.336 -5.533
H 6.371 3.410 -3.134
H 7.953 3.613 -2.933
```


Entry 7:
This record from the OMol25 dataset describes 2 unconnected molecules or ions with the total composition C3H7NO. The level of theory is ωB97M-V/def2-TZVPD.

For the HOMO energy, the calculation gives -10.157 eV. The multiplicity is 1. For the orbital gap, the calculation gives 11.11 eV. As for the energy above the lowest of the compared OMol25 structures with the same formula, charge and spin: 1.377 eV. The calculation puts the largest force on an atom at 0.011 Eh/bohr. As for the lowest unoccupied orbital energy: 0.958 eV.

Geometry as XYZ:
```
12
C3H7NO (ωB97M-V/def2-TZVPD)
C 1.614 1.206 0.039
C 0.751 2.176 0.260
H 1.477 0.222 0.469
H 2.451 1.346 -0.639
H -0.112 2.104 0.906
H 0.885 3.152 -0.183
C -0.832 -1.989 0.348
N -1.561 -1.457 -0.656
O -1.010 -1.729 1.514
H -0.074 -2.692 -0.020
H -2.251 -0.765 -0.411
H -1.337 -1.574 -1.628
```


Entry 8:
This record from the OMol25 dataset describes Br2FH2PSi in the gas phase in a non-equilibrium geometry. The level of theory is ωB97M-V/def2-TZVPD.

For the HOMO energy (alpha / beta), the calculation gives -5.100 / -10.684 eV. The expectation value of S² is 2.01. The multiplicity is 3. For the orbital gap (alpha / beta), the calculation gives 5.46 / 6.13 eV. As for the energy above the lowest of the compared OMol25 structures with the same formula, charge and spin: 2.469 eV. The calculation puts the largest force on an atom at 0.107 Eh/bohr. As for the lowest unoccupied orbital energy (alpha / beta): 0.358 / -4.551 eV.

Geometry as XYZ:
```
7
Br2FH2PSi (ωB97M-V/def2-TZVPD)
F -1.458 0.316 1.123
Si -0.384 0.492 -0.262
P 1.456 -0.742 0.054
Br -0.012 2.659 -0.347
Br -1.670 -0.084 -1.956
H 0.753 -1.935 -0.044
H 1.314 -0.705 1.433
```